--- 1 ---
Below is a 5-piece molecular cluster, C10H30O5 overall, with properties calculated with ωB97M-V with the def2-TZVPD basis set.

Last column: Mulliken charge in e.
Atoms and positions in Å:
H1 2.218 3.860 -0.315  0.25
H2 -1.212 -0.411 -5.187  0.37
H3 -3.456 -0.127 0.618  0.22
C1 2.204 2.193 1.016  -0.88
H4 3.820 3.303 0.144  0.31
C2 3.218 -2.028 2.816  0.03
H5 -1.259 0.584 -0.520  0.36
C3 -5.294 -0.937 1.436  -0.41
H6 3.793 -4.051 2.295  0.28
H7 -5.509 0.946 1.825  0.30
H8 1.223 2.417 1.445  0.32
H9 -4.820 -0.296 -0.569  0.32
C4 -0.410 -1.030 0.608  0.10
O1 1.812 -2.319 2.760  -0.57
C5 -0.491 1.474 -4.392  -0.13
C6 -4.304 -0.722 0.291  -0.81
H10 0.252 -0.339 1.142  0.09
O2 0.110 -2.333 0.392  -0.56
H11 5.012 -2.850 1.845  0.36
H12 -5.966 -1.763 1.219  0.32
C7 -1.120 0.096 -4.225  -1.02
H13 -3.971 -1.714 -0.032  0.32
H14 0.042 -0.265 -1.331  0.36
H15 -0.432 -0.600 -3.736  0.25
H16 -1.286 -1.152 1.265  0.13
H17 3.632 4.988 1.494  0.31
H18 -1.102 2.188 -4.948  0.33
H19 -2.006 0.199 -3.601  0.29
H20 2.153 1.466 0.208  0.32
O3 2.898 4.385 1.632  -0.52
H21 1.010 2.161 -5.430  0.29
H22 -0.260 1.868 -3.396  0.18
H23 3.414 -3.063 0.992  0.28
H24 -1.657 -0.961 -1.164  0.33
H25 1.427 -1.785 3.462  0.27
H26 3.424 -1.003 2.494  0.12
O4 0.748 1.283 -5.127  -0.53
H27 0.771 -2.496 1.084  0.34
H28 2.768 1.797 1.863  0.24
H29 -4.735 -1.170 2.347  0.26
H30 3.533 -2.078 3.864  0.33
C8 2.814 3.499 0.530  -0.36
C9 -0.838 -0.410 -0.707  -1.13
C10 3.947 -3.022 1.950  -1.14
O5 -6.113 0.219 1.642  -0.53

structure (SMILES)	CCO.CCO.CCO.CCO.CCO
Kohn-Sham gap	10.3	eV

--- 2 ---
Below is a 5-piece molecular cluster, C10H30O5 overall, with properties calculated with ωB97M-V with the def2-TZVPD basis set.

Last column: Mulliken charge in e.
Atoms and positions in Å:
H1 5.286 1.365 3.970  0.30
H2 3.042 1.084 3.093  0.24
O1 -2.980 -0.848 -3.200  -0.54
O2 4.694 3.275 3.413  -0.51
H3 0.129 1.881 -3.256  0.08
C1 -1.009 2.187 -5.041  -0.32
H4 -2.381 -1.063 4.670  0.27
H5 -2.333 -3.752 2.543  0.29
C2 -1.465 -2.848 3.992  -0.32
H6 -1.471 2.712 -3.020  0.27
O3 -1.580 0.874 -5.073  -0.51
H7 -1.693 -3.605 4.751  0.37
C3 -0.064 0.562 1.293  -0.89
H8 -2.297 -1.938 -0.917  0.29
H9 -0.724 -0.847 3.944  0.02
H10 -2.597 -0.223 -3.832  0.38
H11 -2.616 -2.770 -3.855  0.28
H12 5.939 1.885 2.474  0.30
H13 -1.691 2.930 -5.474  0.26
H14 3.593 1.648 1.401  0.29
H15 -0.771 -0.137 1.747  0.23
H16 -0.376 1.579 1.519  0.31
H17 -0.496 -3.185 3.602  0.28
C4 -0.587 2.605 -3.645  -0.84
C5 5.024 1.931 3.074  -0.48
H18 -0.131 -0.689 -0.438  0.11
H19 -1.153 0.369 -5.762  0.27
H20 -0.073 3.565 -3.690  0.40
H21 -3.193 -3.170 -1.644  0.34
C6 -1.366 -1.449 4.577  -0.72
H22 -0.695 0.912 -0.797  0.20
H23 -1.428 -3.304 -1.558  0.33
C7 -2.253 -2.621 -1.769  -1.18
O4 -2.455 -2.893 2.959  -0.52
H24 1.468 0.531 -1.539  0.28
H25 0.861 0.259 1.787  0.18
C8 -2.198 -2.030 -3.162  -0.09
H26 -0.988 -1.516 5.597  0.36
C9 3.843 1.237 2.371  -0.77
H27 -1.162 -1.833 -3.463  0.24
H28 4.963 3.822 2.671  0.30
H29 -0.173 2.185 -5.755  0.35
O5 1.357 0.770 -0.615  -0.54
C10 0.046 0.368 -0.204  0.09
H30 4.155 0.186 2.260  0.33

structure (SMILES)	CCO.CCO.CCO.CCO.CCO
Kohn-Sham gap	10.3	eV

--- 3 ---
Below is a 5-piece molecular cluster, C10H30O5 overall, with properties calculated with ωB97M-V with the def2-TZVPD basis set.

Last column: Mulliken charge in e.
Atoms and positions in Å:
H1 7.927 13.108 13.841  0.33
O1 3.823 18.115 9.948  -0.51
C1 3.863 16.718 13.245  -0.91
C2 10.858 17.568 16.635  -1.49
H2 4.337 18.606 14.737  0.29
H3 9.925 17.173 16.646  0.44
H4 10.140 15.982 11.591  0.42
H5 3.984 18.370 10.844  0.29
C3 6.073 17.509 9.311  -0.53
H6 4.994 12.795 14.276  0.37
H7 4.870 18.616 8.267  0.48
O2 8.753 16.443 13.816  -0.61
H8 7.471 15.250 14.064  0.36
C4 11.095 18.672 15.628  -0.25
H9 5.627 17.872 13.413  -0.18
H10 8.816 17.635 12.290  0.89
O3 4.137 19.007 12.685  -0.52
O4 10.522 18.460 14.382  -0.43
C5 5.971 12.477 14.189  -1.21
H11 8.813 14.748 11.696  0.14
H12 5.362 19.420 9.727  0.23
H13 4.137 16.181 12.194  0.22
H14 11.172 17.825 17.540  0.44
H15 12.089 18.672 15.603  0.38
C6 9.117 15.870 11.460  -0.95
H16 6.043 11.600 13.508  0.35
H17 11.453 16.718 16.300  0.32
C7 4.937 18.522 9.251  -0.48
O5 6.815 14.555 14.296  -0.46
H18 6.246 17.047 10.252  -0.14
H19 7.007 13.509 12.497  0.37
C8 7.013 13.443 13.511  -0.24
H20 4.118 15.799 14.070  0.17
H21 10.671 19.454 16.088  0.39
H22 7.220 16.731 12.385  -0.32
H23 2.786 16.863 13.257  0.39
H24 4.462 19.894 12.896  0.27
C9 8.372 16.845 12.552  -0.23
H25 8.827 16.220 10.369  0.24
H26 6.900 17.763 8.737  0.44
H27 9.478 16.857 14.080  0.25
H28 10.827 19.117 13.897  0.23
C10 4.535 18.116 13.634  0.31
H29 5.562 16.501 8.869  0.23
H30 6.218 12.136 15.281  0.23

structure (SMILES)	CCO.CCO.CCO.CCO.CCO
Kohn-Sham gap	9.9	eV

Stability summary - winner: 1; margin: 4.3 kcal/mol.

--- 1 ---
Below is a 2-piece molecular cluster, C2HClF2S overall, with properties calculated with ωB97M-V with the def2-TZVPD basis set.

Last column: Mulliken charge in e.
Atoms and positions in Å:
Cl1 -0.416 2.870 1.741  -0.26
C1 3.739 -1.160 -0.741  0.17
H1 0.333 3.024 0.622  0.25
F1 3.877 0.924 0.169  -0.20
C2 3.141 -0.079 -0.346  0.49
F2 1.833 0.073 -0.391  -0.19
S1 4.270 -2.609 -1.133  -0.27

structure (SMILES)	FC(F)=C=S.Cl
Kohn-Sham gap	7.5	eV

--- 2 ---
Below is one molecule with the formula C2HClF2S, with properties calculated with ωB97M-V with the def2-TZVPD basis set.

Last column: Mulliken charge in e.
Atoms and positions in Å:
C1 -0.716 -0.613 -0.079  -0.29
S1 -2.108 -0.257 0.582  -0.16
F1 0.217 1.301 1.091  -0.19
H1 -0.370 -1.428 -0.864  0.27
F2 1.571 -0.394 0.543  -0.19
Cl1 0.925 1.070 -1.445  -0.14
C2 0.480 0.320 0.173  0.71

structure (SMILES)	FC(F)(Cl)C=S
Kohn-Sham gap	8.5	eV

Stability summary - winner: 2; margin: 32.8 kcal/mol.

--- 1 ---
Below is a 2-piece molecular cluster, CH3F2N overall, with properties calculated with ωB97M-V with the def2-TZVPD basis set.

Last column: Mulliken charge in e.
Atoms and positions in Å:
F1 2.186 0.290 -0.140  -0.14
C1 0.168 -0.772 0.182  -0.09
N1 1.087 0.217 0.654  -0.19
F2 0.622 -1.921 -0.116  -0.18
H1 -0.669 -0.941 0.869  0.16
H2 -0.169 -0.075 -1.510  0.12
H3 0.784 1.224 0.535  0.32

Kohn-Sham gap	9.6	eV

--- 2 ---
Below is a 4-piece molecular cluster, CH3F2N overall, with properties calculated with ωB97M-V with the def2-TZVPD basis set.

Last column: Mulliken charge in e.
Atoms and positions in Å:
N1 0.378 -0.900 0.371  -0.09
F1 0.422 -2.822 0.393  -0.48
H1 -0.152 2.557 1.334  0.11
H2 -0.619 2.113 1.909  -0.07
H3 1.091 -0.862 -0.381  0.31
F2 -1.334 -0.273 1.665  -0.08
C1 -0.464 0.013 0.796  0.30

Kohn-Sham gap (alpha / beta)	8.4 / 8.4	eV

Stability summary - winner: 1; margin: 19.0 kcal/mol.

--- 1 ---
Below is a 3-piece molecular cluster, C4H14O2S overall, with properties calculated with ωB97M-V with the def2-TZVPD basis set.

Last column: Mulliken charge in e.
Atoms and positions in Å:
H1 0.021 2.486 -1.477  0.35
H2 1.454 2.438 -0.508  0.31
O1 -2.654 -2.906 -2.420  -0.63
H3 -2.883 -2.966 0.995  0.31
C1 0.740 1.812 -1.031  -0.39
S1 1.954 1.091 2.063  -0.22
C2 1.406 0.934 -2.088  -1.08
H4 -3.212 -2.175 -2.138  0.32
C3 0.029 0.983 0.059  -0.74
H5 2.470 0.812 -1.929  0.28
H6 0.493 -0.710 1.339  0.33
H7 -0.611 1.528 0.733  0.41
H8 -3.004 -1.530 1.406  0.30
H9 1.264 1.380 -3.064  0.33
O2 -3.326 -2.149 0.727  -0.61
H10 1.651 -0.425 0.180  0.33
H11 -0.734 0.412 -0.511  0.26
H12 3.153 0.711 1.626  0.12
H13 -2.955 -3.671 -1.918  0.30
C4 0.998 0.127 0.855  -0.60
H14 1.039 -0.104 -2.055  0.29

structure (SMILES)	CCCCS.O.O
Kohn-Sham gap	9.5	eV

--- 2 ---
Below is a 3-piece molecular cluster, C4H14O2S overall, with properties calculated with ωB97M-V with the def2-TZVPD basis set.

Last column: Mulliken charge in e.
Atoms and positions in Å:
H1 -1.940 -0.794 2.980  0.25
H2 0.563 0.700 0.450  0.27
H3 0.606 2.715 -4.805  0.32
H4 -1.591 1.340 2.554  0.28
H5 0.433 1.610 -3.732  0.31
H6 1.582 -2.549 -4.169  0.32
C1 -2.799 -1.289 1.079  -1.09
H7 -3.755 -1.244 1.593  0.29
C2 -1.642 -0.723 1.937  -0.39
S1 1.347 0.309 2.556  -0.22
O1 0.334 1.806 -4.666  -0.63
H8 0.410 2.107 1.374  0.40
C3 0.136 1.049 1.380  -0.81
O2 2.284 -2.288 -4.762  -0.63
H9 -2.544 -2.283 0.733  0.29
H10 1.371 1.239 3.512  0.11
H11 -2.951 -0.701 0.162  0.30
C4 -1.315 0.787 1.684  -0.36
H12 -1.935 1.066 0.833  0.28
H13 2.852 -1.623 -4.353  0.32
H14 -0.801 -1.384 1.828  0.38

structure (SMILES)	CCCCS.O.O
Kohn-Sham gap	9.4	eV

Stability summary - winner: 1; margin: 6.2 kcal/mol.

--- 1 ---
Below is one molecule with the formula C2H4N2S3, with properties calculated with ωB97M-V with the def2-TZVPD basis set.

Last column: Mulliken charge in e.
Atoms and positions in Å:
S1 2.558 0.784 -0.038  -0.12
N1 -1.555 0.594 -0.168  -0.31
N2 0.950 0.566 -0.439  -0.20
C1 0.282 -0.937 0.277  0.19
S2 -0.370 1.756 -0.032  0.03
S3 1.080 -2.257 -0.175  -0.17
H1 -1.785 -1.466 0.457  0.34
H2 -1.946 0.401 -1.075  0.29
H3 3.076 1.550 -1.149  0.14
H4 -1.143 -0.410 1.733  0.20
C2 -1.148 -0.580 0.609  -0.38

structure (SMILES)	S=C1CNSN1S
Kohn-Sham gap (alpha / beta)	7.4 / 7.4	eV

--- 2 ---
Below is one molecule with the formula C2H4N2S3, with properties calculated with ωB97M-V with the def2-TZVPD basis set.

Last column: Mulliken charge in e.
Atoms and positions in Å:
S1 0.890 1.822 -0.465  -0.11
H1 -1.736 0.166 1.234  0.32
N1 0.136 -1.202 -0.002  -0.33
C1 1.450 -0.691 0.054  0.19
H2 1.977 2.587 -0.340  0.15
S2 -1.165 -0.650 -0.985  0.05
C2 -2.106 0.213 0.214  -0.21
H3 2.189 -1.515 0.270  0.28
H4 0.032 -2.151 0.257  0.27
S3 -3.537 0.913 -0.146  -0.20
N2 1.872 0.509 -0.091  -0.40

structure (SMILES)	S=CSN/C=N\S
Kohn-Sham gap	8.2	eV

Stability summary - winner: 2; margin: 35.9 kcal/mol.

--- 1 ---
Below is C2H5N as an isolated structure, with properties calculated with ωB97M-V with the def2-TZVPD basis set.

Last column: Mulliken charge in e.
Atoms and positions in Å:
H1 1.201 -0.860 0.200  0.26
C1 0.956 0.174 -0.039  -0.99
C2 -0.944 0.483 0.358  -0.04
H2 1.210 0.224 -1.070  0.31
H3 -2.693 -0.053 -0.279  0.25
H4 1.661 0.817 0.291  0.38
H5 -1.169 1.288 1.122  0.28
N1 -1.661 -0.231 -0.295  -0.45

Kohn-Sham gap	10.6	eV

--- 2 ---
Below is one molecule with the formula C2H5N, with properties calculated with ωB97M-V with the def2-TZVPD basis set.

Last column: Mulliken charge in e.
Atoms and positions in Å:
C1 -0.589 0.327 -0.104  0.08
N1 -1.638 -0.237 0.320  -0.56
H1 0.422 -1.284 0.502  0.28
C2 0.702 -0.401 0.034  -0.88
H2 -2.492 0.036 0.028  0.23
H3 1.061 -0.355 -0.957  0.26
H4 -0.684 1.347 -0.613  0.31
H5 1.478 0.049 0.722  0.27

structure (SMILES)	[H]/N=C/C
Kohn-Sham gap	10.8	eV

--- 3 ---
Below is one molecule with the formula C2H5N, with properties calculated with ωB97M-V with the def2-TZVPD basis set.

Last column: Mulliken charge in e.
Atoms and positions in Å:
H1 -0.319 -1.429 0.750  0.23
C1 0.749 0.135 0.065  -0.23
C2 -0.719 0.322 -0.245  -0.36
H2 1.134 0.322 1.102  0.21
H3 -0.912 0.583 -1.324  0.20
H4 1.492 0.403 -0.733  0.18
N1 -0.061 -1.049 -0.112  -0.51
H5 -1.363 0.714 0.498  0.28

structure (SMILES)	C1CN1
Kohn-Sham gap	10.8	eV

Stability summary - winner: 2; margin: 8.7 kcal/mol.

--- 1 ---
Below is AgBr as an isolated structure, with properties calculated with ωB97M-V with the def2-TZVPD basis set.

Last column: Mulliken spin population.
Atoms and positions in Å:
Br1 0.863 0.218 2.042  1.00
Ag1 -0.863 -0.218 -2.042  0.00

multiplicity	2
Kohn-Sham gap (alpha / beta)	7.1 / 6.7	eV
net charge	+1

--- 2 ---
Below is AgBr as an isolated structure, with properties calculated with ωB97M-V with the def2-TZVPD basis set.

Last column: Mulliken spin population.
Atoms and positions in Å:
Br1 -6.510 6.519 3.813  1.00
Ag1 -7.252 6.542 6.385  0.00

multiplicity	2
Kohn-Sham gap (alpha / beta)	10.4 / 7.3	eV
net charge	+1

Stability summary - winner: 2; margin: 17.5 kcal/mol.

--- 1 ---
Below is one molecule with the formula C2H7ClN2O, with properties calculated with ωB97M-V with the def2-TZVPD basis set.

Last column: Mulliken charge in e.
Atoms and positions in Å:
H1 1.805 1.761 -0.888  0.23
O1 -2.377 -0.882 -0.029  -0.54
H2 -1.110 -0.755 1.392  0.28
H3 2.551 1.441 0.518  0.24
C1 -1.041 -0.788 0.351  -0.41
H4 -2.614 -1.648 -0.539  0.31
N1 1.064 0.360 0.485  -0.07
H5 -0.594 -1.798 0.079  0.31
N2 1.685 1.432 0.027  -0.39
H6 -0.406 0.406 -1.324  0.24
H7 -0.664 1.291 0.173  0.41
Cl1 1.974 -1.243 -0.090  -0.24
C2 -0.273 0.423 -0.156  -0.37

structure (SMILES)	NN(Cl)CCO
Kohn-Sham gap	9.9	eV

--- 2 ---
Below is a 3-piece molecular cluster, C2H7ClN2O overall, with properties calculated with ωB97M-V with the def2-TZVPD basis set.

Last column: Mulliken charge in e.
Atoms and positions in Å:
N1 -0.310 1.365 0.774  -0.24
N2 0.302 0.984 -0.325  -0.21
H1 1.713 -0.036 -1.182  0.31
H2 1.956 0.388 0.770  0.24
H3 -1.319 1.747 0.747  0.20
H4 -2.713 0.028 -0.672  0.25
H5 -0.671 -2.969 -1.179  0.21
O1 -1.404 -1.740 0.325  -0.31
H6 0.015 -3.081 0.646  0.24
C1 1.398 0.418 -0.232  -0.47
H7 0.049 1.271 1.748  0.18
C2 -0.681 -2.579 -0.093  -0.13
Cl1 -3.486 0.802 -0.112  -0.27

structure (SMILES)	C=NN.C=O.Cl
Kohn-Sham gap	9.3	eV

Stability summary - winner: 2; margin: 6.4 kcal/mol.

--- 1 ---
Below is a 2-piece molecular cluster, C6H10O3 overall, with properties calculated with ωB97M-V with the def2-TZVPD basis set.

Last column: Mulliken charge in e.
Atoms and positions in Å:
H1 1.009 -2.016 0.925  0.31
C1 1.044 -1.451 -0.004  -0.20
H2 0.104 0.816 2.570  0.28
C2 -0.395 -0.946 -2.049  0.58
O1 0.779 -0.529 -2.634  -0.49
H3 0.205 2.197 0.462  0.35
H4 -1.551 0.341 2.181  0.30
C3 -0.561 1.436 0.596  -0.41
C4 -0.812 1.135 2.069  -0.92
H5 -1.196 2.017 2.585  0.34
O2 2.362 0.680 0.569  -0.32
H6 1.824 -1.817 -0.672  0.34
C5 -0.248 -1.162 -0.629  -0.78
H7 -1.465 1.838 0.125  0.37
H8 -0.594 0.412 -0.041  -0.19
O3 -1.409 -1.072 -2.704  -0.64
H9 0.581 -0.345 -3.563  0.32
C6 1.457 -0.004 0.348  0.32
H10 -1.134 -1.531 -0.135  0.46

Kohn-Sham gap (alpha / beta)	6.2 / 7.0	eV

--- 2 ---
Below is C6H10O3 as an isolated structure, with properties calculated with ωB97M-V with the def2-TZVPD basis set.

Last column: Mulliken charge in e.
Atoms and positions in Å:
H1 1.076 0.152 -1.251  0.49
O1 2.132 -0.387 2.130  -0.45
H2 -1.704 -1.623 -0.235  0.18
C1 -1.471 -0.400 -0.372  -1.17
H3 -0.087 -2.425 0.831  0.33
H4 -2.432 0.156 -0.103  0.35
H5 0.664 1.712 1.295  0.37
H6 0.700 -1.481 -1.012  0.47
H7 -1.302 -0.190 -1.440  0.39
C2 -0.144 -0.039 0.370  1.20
H8 1.843 -0.795 0.049  0.50
H9 -0.956 1.974 0.756  0.35
C3 0.027 1.472 0.516  -1.43
C4 1.367 -0.077 3.009  0.76
H10 0.483 1.911 -0.410  0.30
C5 -0.112 -0.629 1.705  -0.10
O2 1.036 0.081 4.136  -0.48
C6 1.038 -0.594 -0.485  -1.75
O3 -0.086 -1.939 1.703  -0.33

Kohn-Sham gap	9.3	eV

Stability summary - winner: 2; margin: 21.0 kcal/mol.